(1)
Here is the molecule C19H18ClN3O5S from the OMol25 dataset. Energies are from wB97M-V/def2-TZVPD.

The value obtained for the energy above the lowest of the compared OMol25 structures with the same formula, charge and spin is 0.000 eV. The highest occupied orbital energy comes out at -0.3298 hartree. Its SMILES is CCCn1c(=O)c(C(=O)NNS(=O)(=O)c2ccc(Cl)cc2)c(O)c2ccccc21. The frontier orbital gap comes out at 8.73 eV.

```
! RIJCOSX wB97M-V def2-TZVPD def2/J DEFGRID3
* xyz 0 1
C 3.054 -0.492 1.754
C 2.043 0.648 1.770
C 2.018 1.466 0.476
N 1.543 0.680 -0.655
C 2.399 0.076 -1.547
C 3.794 0.198 -1.468
C 4.614 -0.420 -2.385
C 4.086 -1.191 -3.417
C 2.725 -1.332 -3.515
C 1.873 -0.707 -2.595
C 0.448 -0.868 -2.707
C -0.383 -0.211 -1.816
C 0.166 0.579 -0.740
O -0.519 1.162 0.107
C -1.832 -0.441 -1.926
O -2.322 -1.221 -2.751
N -2.625 0.307 -1.125
N -3.921 -0.114 -0.835
H -4.323 -0.543 -1.668
S -3.814 -1.285 0.425
O -5.120 -1.832 0.615
O -2.707 -2.168 0.189
C -3.379 -0.175 1.758
C -2.127 -0.263 2.335
C -1.768 0.640 3.320
C -2.675 1.619 3.700
C -3.936 1.702 3.121
C -4.287 0.794 2.138
H -5.252 0.823 1.661
H -4.624 2.471 3.436
Cl -2.231 2.753 4.917
H -0.796 0.595 3.786
H -1.456 -1.038 2.003
H -2.151 0.836 -0.383
O -0.006 -1.643 -3.669
H -1.006 -1.695 -3.561
H 2.275 -1.922 -4.297
H 4.741 -1.671 -4.126
H 5.683 -0.304 -2.295
H 4.256 0.773 -0.684
H 2.997 1.886 0.254
H 1.308 2.288 0.603
H 2.271 1.329 2.592
H 1.041 0.249 1.933
H 4.068 -0.111 1.648
H 2.855 -1.179 0.935
H 2.999 -1.049 2.686
*
```

***

(2)
Here is a cluster of 12 separate species, C20H65N13O12 in total from the OMol25 dataset. Energies are from wB97M-V/def2-TZVPD.

The value obtained for the energy above the lowest of the compared OMol25 structures with the same formula, charge and spin is 0.000 eV. The highest occupied orbital energy comes out at -0.3363 hartree. Its SMILES is COC[C@H](C)N.NC(N)=O.NC(N)=O.NC(N)=O.NC(N)=O.NC(N)=O.NC(N)=O.CCO.CCO.CCO.CCO.CCO. The frontier orbital gap comes out at 9.31 eV.

```
! RIJCOSX wB97M-V def2-TZVPD def2/J DEFGRID3
* xyz 0 1
C 8.530 14.358 10.539
C 9.264 15.678 10.449
O 9.566 15.969 9.068
H 7.640 14.465 9.907
H 8.240 14.047 11.540
H 9.120 13.581 10.073
H 10.280 15.678 10.855
H 8.732 16.477 10.975
H 8.965 15.481 8.498
C 9.758 19.566 10.369
C 10.614 19.753 11.603
O 10.809 18.451 12.187
H 9.347 20.526 10.052
H 8.862 18.982 10.604
H 10.240 18.989 9.580
H 10.010 20.303 12.334
H 11.570 20.226 11.374
H 11.223 18.554 13.063
C 6.482 13.581 15.280
C 6.415 12.658 16.477
O 6.456 13.432 17.681
H 7.344 14.240 15.361
H 5.573 14.187 15.247
H 6.451 13.081 14.307
H 7.215 11.906 16.467
H 5.511 12.046 16.527
H 7.394 13.573 17.876
C 14.210 10.836 16.735
C 15.058 11.295 15.562
O 14.502 12.457 14.994
H 14.435 9.842 17.126
H 13.136 10.894 16.555
H 14.390 11.531 17.569
H 15.067 10.495 14.803
H 16.122 11.372 15.785
H 13.581 12.402 14.696
C 11.599 15.013 13.619
C 10.917 14.160 14.675
O 11.333 12.807 14.413
H 11.436 14.653 12.605
H 12.653 15.239 13.781
H 11.177 16.015 13.730
H 9.826 14.250 14.628
H 11.123 14.491 15.698
H 11.169 12.663 13.471
C 7.751 17.091 14.210
O 6.594 16.841 14.573
N 8.854 16.815 14.976
N 8.020 17.720 13.022
H 8.695 16.555 15.928
H 9.723 17.128 14.577
H 8.956 18.006 12.765
H 7.235 17.764 12.400
C 10.732 10.779 10.921
O 10.943 11.543 11.858
N 10.107 11.203 9.786
N 11.190 9.478 10.959
H 9.800 12.151 9.697
H 10.063 10.612 8.978
H 11.712 9.266 11.789
H 11.418 9.014 10.099
C 10.396 10.858 17.817
O 10.482 9.716 17.380
N 10.250 11.976 17.009
N 10.641 11.177 19.151
H 10.138 11.791 16.025
H 10.019 12.890 17.366
H 10.742 12.124 19.477
H 10.973 10.413 19.710
C 11.783 19.026 16.091
O 11.208 18.673 15.046
N 13.001 19.643 16.131
N 11.277 18.671 17.322
H 13.431 20.033 15.318
H 13.545 19.548 16.976
H 11.661 19.011 18.186
H 10.372 18.233 17.294
C 15.474 15.579 16.343
O 15.743 16.502 17.118
N 16.315 14.606 15.874
N 14.202 15.400 15.845
H 17.226 14.564 16.292
H 15.919 13.854 15.330
H 13.539 15.958 16.354
H 13.934 14.612 15.286
C 8.998 15.718 18.212
O 9.055 14.625 17.670
N 9.981 16.142 19.070
N 7.999 16.628 17.985
H 10.843 15.634 19.188
H 9.752 16.974 19.578
H 7.137 16.364 17.527
H 7.996 17.493 18.489
C 14.455 13.787 20.380
C 12.981 13.597 19.991
C 12.032 14.038 21.068
O 10.729 13.779 20.585
C 9.714 13.708 21.573
N 12.769 14.267 18.682
H 14.627 13.092 21.215
H 14.729 14.785 20.719
H 15.159 13.414 19.636
H 12.967 12.515 19.797
H 12.169 15.108 21.291
H 12.268 13.475 21.981
H 9.949 12.954 22.324
H 8.773 13.550 21.052
H 9.616 14.698 22.040
H 13.619 14.105 18.152
H 12.044 13.817 18.125
*
```

***

(3)
Here is a cluster of 2 separate species, C4H10NO3 in total from the OMol25 dataset. Energies are from wB97M-V/def2-TZVPD.

The value obtained for the energy above the lowest of the compared OMol25 structures with the same formula, charge and spin is 2.528 eV. The highest occupied orbital energy comes out at -0.1255 hartree. The frontier orbital gap comes out at 7.20 eV.

```
! RIJCOSX wB97M-V def2-TZVPD def2/J DEFGRID3
* xyz -1 1
C 0.022 -1.511 0.517
N -0.996 -0.967 -0.122
C -1.288 1.200 1.244
C -1.067 0.506 -0.160
C 0.233 1.035 -0.761
O 0.136 2.485 -0.927
O 0.945 -1.042 1.246
H 0.027 -2.612 0.457
H 0.131 2.883 -0.068
H -2.270 1.668 1.315
H -0.508 1.909 1.506
H -0.989 0.430 1.995
H -1.965 0.740 -0.750
H 0.441 0.744 -1.789
H 1.098 0.756 -0.137
H 2.111 -3.475 -1.462
H 2.164 -2.163 -0.665
O 1.776 -2.587 -1.437
*
```

***

(4)
Here is the molecule C16H26N4O2S from the OMol25 dataset. Energies are from wB97M-V/def2-TZVPD.

The value obtained for the energy above the lowest of the compared OMol25 structures with the same formula, charge and spin is 1.255 eV. The highest occupied orbital energy comes out at -0.3332 hartree. Its SMILES is CC(C)c1nnc(NC(=O)CCC(=O)NC2CCCCCC2)s1. The frontier orbital gap comes out at 9.65 eV.

```
! RIJCOSX wB97M-V def2-TZVPD def2/J DEFGRID3
* xyz 0 1
C 2.928 3.462 -2.916
H 1.850 3.581 -3.000
H 3.304 3.027 -3.839
H 3.378 4.443 -2.787
C 3.271 2.566 -1.725
C 2.694 1.210 -1.923
N 3.381 0.129 -1.987
N 2.661 -0.973 -2.160
C 1.394 -0.738 -2.227
N 0.456 -1.723 -2.394
C -0.883 -1.461 -2.416
O -1.314 -0.330 -2.341
C -1.770 -2.682 -2.544
H -2.803 -2.334 -2.480
H -1.630 -3.110 -3.539
C -1.470 -3.741 -1.473
C -0.944 -3.145 -0.165
O 0.048 -3.586 0.378
N -1.674 -2.129 0.332
H -2.418 -1.727 -0.216
C -1.241 -1.357 1.489
C -2.476 -0.820 2.210
C -2.156 -0.305 3.614
H -3.026 -0.452 4.258
C -1.774 1.176 3.677
H -1.273 1.352 4.632
H -2.683 1.782 3.675
C -0.874 1.669 2.539
C 0.213 0.682 2.113
C -0.256 -0.280 1.025
H 0.615 -0.797 0.612
H -0.719 0.295 0.217
H 1.055 1.247 1.707
H 0.580 0.125 2.975
H -1.483 1.911 1.666
H -0.408 2.601 2.866
H -1.349 -0.912 4.029
H -3.190 -1.644 2.291
H -2.943 -0.033 1.615
H -0.713 -2.063 2.141
H -2.376 -4.310 -1.255
H -0.716 -4.450 -1.819
H 0.811 -2.669 -2.393
S 0.961 0.946 -2.087
C 2.747 3.169 -0.420
H 3.185 4.152 -0.261
H 1.665 3.272 -0.460
H 3.008 2.533 0.423
H 4.357 2.444 -1.660
*
```

***

(5)
Here is a structure of composition C30H63O3SbSi3Y from the OMol25 dataset. Energies are from wB97M-V/def2-TZVPD.

The value obtained for the energy above the lowest of the compared OMol25 structures with the same formula, charge and spin is 1.837 eV. The highest occupied orbital energy comes out at -0.3801 hartree. The frontier orbital gap comes out at 7.81 eV.

```
! RIJCOSX wB97M-V def2-TZVPD def2/J DEFGRID3
* xyz 1 1
Y 0.501 -0.287 -0.263
C 2.864 -0.776 1.869
C 3.600 -0.796 0.647
C 3.148 0.296 -0.122
C 2.127 0.991 0.661
C 2.006 0.301 1.920
C 1.132 0.684 3.101
C 0.060 -0.398 3.322
C 2.008 0.799 4.355
C 0.438 2.026 2.860
C 3.596 0.975 -1.423
C 4.205 0.045 -2.478
C 2.376 1.618 -2.116
C 4.606 2.082 -1.084
C 4.689 -1.851 0.438
C 4.785 -2.775 1.666
C 4.395 -2.777 -0.755
C 6.062 -1.172 0.307
H 2.962 -1.510 2.652
H 2.037 2.072 0.610
H 0.523 -1.360 3.543
H -0.559 -0.523 2.423
H -0.596 -0.134 4.156
H 2.483 -0.154 4.588
H 1.408 1.100 5.217
H 2.797 1.535 4.197
H -0.279 1.966 2.033
H 1.163 2.809 2.633
H -0.107 2.327 3.757
H 3.525 -0.777 -2.706
H 5.162 -0.355 -2.160
H 4.380 0.606 -3.398
H 1.597 0.855 -2.298
H 2.668 1.993 -3.096
H 1.953 2.455 -1.559
H 5.471 1.660 -0.573
H 4.161 2.831 -0.427
H 4.949 2.576 -1.996
H 3.857 -3.330 1.822
H 5.026 -2.215 2.570
H 5.583 -3.498 1.501
H 3.363 -3.135 -0.699
H 5.056 -3.645 -0.721
H 4.540 -2.297 -1.716
H 6.227 -0.505 1.156
H 6.163 -0.584 -0.604
H 6.854 -1.923 0.308
C -1.469 -4.267 -1.830
C -1.077 -3.626 -0.514
C -0.792 -4.655 0.568
O -2.090 -2.697 -0.064
C 0.076 -2.619 -0.656
O 0.683 -2.286 0.401
O 0.221 -1.950 -1.717
H -2.386 -4.842 -1.701
H -0.683 -4.945 -2.166
H -1.618 -3.512 -2.601
H -1.690 -5.244 0.765
H -0.469 -4.160 1.481
H -0.003 -5.336 0.248
H -2.824 -3.208 0.296
C -4.586 -1.608 -1.827
Si -3.563 -0.119 -2.371
C -2.327 -0.543 -3.727
C -4.737 1.258 -2.888
Sb -2.135 0.748 -0.357
Si -3.848 0.673 1.638
C -3.794 -1.067 2.365
C -5.538 1.080 0.917
C -3.336 1.966 2.906
Si -1.860 3.253 -1.068
C -3.489 4.197 -1.063
C -0.646 4.098 0.101
C -1.113 3.169 -2.807
H -5.496 -1.696 -2.425
H -4.878 -1.518 -0.779
H -4.016 -2.528 -1.944
H -2.772 -1.236 -4.446
H -1.444 -1.028 -3.310
H -2.008 0.346 -4.273
H -5.365 0.917 -3.715
H -4.203 2.149 -3.219
H -5.395 1.541 -2.065
H -4.416 -1.758 1.791
H -4.171 -1.059 3.390
H -2.774 -1.453 2.386
H -5.820 0.398 0.113
H -5.563 2.098 0.524
H -6.299 1.006 1.699
H -2.428 1.674 3.434
H -4.127 2.091 3.650
H -3.171 2.936 2.433
H -4.103 3.947 -0.197
H -4.075 3.997 -1.959
H -3.292 5.271 -1.032
H -1.057 4.204 1.107
H -0.419 5.098 -0.275
H 0.295 3.549 0.179
H -1.891 3.151 -3.572
H -0.493 2.281 -2.941
H -0.488 4.044 -2.998
*
```

***

(6)
Here is a structure of composition C23H27Cl3F3N7O5S2V from the OMol25 dataset. Energies are from wB97M-V/def2-TZVPD.

The value obtained for the energy above the lowest of the compared OMol25 structures with the same formula, charge and spin is 1.251 eV. The highest occupied orbital energy (spin up / spin down) comes out at -0.2387 / -0.2142 hartree. Its expectation value of S² is 0.77. The frontier orbital gap (spin up / spin down) comes out at 6.56 / 5.89 eV.

```
! RIJCOSX wB97M-V def2-TZVPD def2/J DEFGRID3
* xyz 0 2
V -0.045 2.326 -0.822
C -0.954 3.407 4.046
N 0.373 3.321 3.473
C 1.445 3.171 4.447
C 0.497 2.828 2.200
N -0.441 2.304 1.493
N 1.749 3.003 1.640
C 2.094 2.414 0.409
N 3.085 3.082 -0.275
N 1.652 1.232 0.079
H -0.925 4.089 4.894
H -1.317 2.436 4.405
H -1.656 3.808 3.317
H 1.588 4.101 4.999
H 2.374 2.907 3.951
H 1.204 2.379 5.164
H -1.290 2.174 2.029
H 2.168 3.898 1.834
H 3.108 4.077 -0.095
H 2.990 2.898 -1.287
H 2.181 0.894 -0.720
Cl -0.442 -3.024 -6.149
C -0.493 -3.186 -4.422
C 0.392 -2.469 -3.638
C 0.324 -2.625 -2.263
C -0.604 -3.463 -1.647
C -0.648 -3.482 -0.134
C -1.849 -2.729 0.440
N -1.906 -1.399 -0.148
C -2.709 -1.002 -1.198
C -2.227 0.203 -1.601
N -1.128 0.534 -0.836
C -0.980 -0.444 0.033
O -0.671 -4.769 0.440
C 0.627 -5.338 0.621
C 1.398 -4.665 1.716
C 1.274 -4.958 3.041
Cl 0.267 -6.168 3.730
S 2.233 -3.968 4.047
C 2.841 -3.117 2.695
C 2.323 -3.590 1.531
C -1.482 -4.152 -2.478
Cl -2.730 -5.178 -1.821
C -1.432 -4.032 -3.856
H 1.113 -1.804 -4.091
H 1.010 -2.063 -1.638
H 0.248 -2.943 0.192
H -1.743 -2.660 1.521
H -2.778 -3.247 0.215
H -3.522 -1.613 -1.548
H -2.574 0.856 -2.383
H -0.190 -0.481 0.766
H 1.194 -5.295 -0.316
H 0.445 -6.384 0.857
H 3.560 -2.325 2.826
H 2.605 -3.205 0.560
H -2.124 -4.581 -4.477
C 0.229 1.419 -3.863
C 0.913 2.018 -2.639
O 2.115 2.299 -2.797
H 0.934 1.306 -4.689
H -0.600 2.063 -4.170
H -0.209 0.448 -3.611
F -1.576 5.374 1.261
C -2.190 4.892 0.175
F -3.171 5.722 -0.162
F -2.742 3.715 0.493
S -0.990 4.752 -1.242
O -1.436 3.547 -1.983
O -1.115 6.006 -1.903
O 0.332 4.458 -0.637
*
```

***

(7)
Here is a structure of composition C7H13BeBr2Cl2F2MgN4O7 from the OMol25 dataset. Energies are from wB97M-V/def2-TZVPD.

The highest occupied orbital energy comes out at -0.4396 hartree. The frontier orbital gap comes out at 7.88 eV.

```
! RIJCOSX wB97M-V def2-TZVPD def2/J DEFGRID3
* xyz 1 1
N 3.235 2.078 2.901
N 2.861 1.338 1.684
C 2.879 -0.009 1.851
N 3.977 -0.642 1.922
N 1.743 -0.766 1.917
C 0.691 -0.001 2.675
C 0.576 1.346 2.295
C 1.508 1.697 1.266
Br 1.262 3.594 0.971
H 3.933 2.731 2.621
H 3.668 1.481 3.581
H 4.811 -0.262 2.305
H 3.969 -1.547 1.523
H 1.390 -0.933 0.990
H 0.881 -0.138 3.700
H -0.362 -0.407 2.495
H -0.363 1.452 1.956
H 0.731 1.927 3.168
H 1.363 1.162 0.371
C -1.202 -0.135 -1.670
C -0.124 -1.169 -1.900
O -0.647 -2.332 -1.276
C -2.042 -2.189 -1.399
O -2.836 -3.017 -1.354
O -2.359 -0.940 -1.685
F 1.067 -0.792 -1.291
H -1.088 0.391 -0.719
H -1.253 0.589 -2.454
H 0.063 -1.409 -2.944
O -3.111 0.027 -5.988
Cl -3.103 -0.154 -4.598
O -1.852 -0.282 -4.055
O -3.578 -1.588 -4.102
O -3.928 0.754 -3.964
Be -3.726 -2.995 -4.513
Cl -1.385 2.680 1.068
F -3.132 -3.326 -3.588
Mg -2.712 1.785 2.622
Br -1.805 0.000 3.617
*
```

***

(8)
Here is the molecule C5H11NO from the OMol25 dataset. Energies are from wB97M-V/def2-TZVPD.

The value obtained for the energy above the lowest of the compared OMol25 structures with the same formula, charge and spin is 1.550 eV. The highest occupied orbital energy comes out at -0.3439 hartree. Its SMILES is CC[C@@H](C)NC=O. The frontier orbital gap comes out at 10.33 eV.

```
! RIJCOSX wB97M-V def2-TZVPD def2/J DEFGRID3
* xyz 0 1
C 0.415 -0.541 -0.565
C -0.828 -0.411 0.656
C -0.285 -0.722 -1.902
C -0.253 -0.293 2.060
N 1.229 0.618 -0.543
C 0.587 1.899 -0.384
O 1.162 2.956 -0.433
H 2.154 0.578 -0.130
H 1.005 -1.417 -0.290
H -0.506 1.573 -0.075
H -1.286 -1.401 0.556
H -1.699 0.238 0.519
H -0.965 0.110 -2.111
H 0.440 -0.754 -2.723
H -0.866 -1.648 -1.915
H 0.610 -0.950 2.202
H 0.084 0.729 2.264
H -0.998 -0.565 2.815
*
```

***

Number 1: E_tot -58061.6234 eV. Number 2: E_tot -65740.8440 eV. Number 3: E_tot -11942.8691 eV. Number 4: E_tot -37905.8969 eV. Number 5: E_tot -69488.5000 eV. Number 6: E_tot -138036.0023 eV. Number 7: E_tot -204155.5355 eV. Number 8: E_tot -8900.1468 eV.